No. 1
Density functional theory data (ωB97M-V/def2-TZVPD) for a cluster of 2 separate species, C8H18O in total at a distorted geometry.

ORCA input file:
```
! wB97M-V def2-TZVPD RIJCOSX def2/J DEFGRID3
* xyz 0 1
C -2.421 1.314 0.241
O 1.139 -1.341 1.419
H -1.621 2.018 0.018
H -1.038 -0.317 0.370
C 1.112 -1.876 -0.903
H 2.117 -2.253 -1.088
C 1.557 0.540 -0.060
H 0.759 -1.373 -1.798
H 2.934 0.028 -1.670
H 1.809 2.421 0.972
H 0.568 1.377 1.671
H 0.480 -2.729 -0.667
C 2.936 0.562 -0.723
C -3.111 -1.110 0.176
H 2.261 0.991 1.925
H 3.226 1.590 -0.928
H -4.020 -0.866 -0.373
H -3.314 1.619 -0.303
H 0.826 0.932 -0.777
C 1.550 1.390 1.205
H 3.678 0.117 -0.063
C -2.017 -0.102 -0.149
H -2.616 1.368 1.312
H -1.787 -0.146 -1.217
H -2.819 -2.118 -0.111
H -3.340 -1.096 1.241
C 1.150 -0.939 0.281
*
```

Gap between HOMO and LUMO (eV): 10.40
Energy above the lowest of the compared OMol25 structures with the same formula, charge and spin (kJ/mol): 23.8
LUMO level (eV): 0.9

Löwdin atomic charges, in units of e: C -0.122; O 0.084; H 0.060; H 0.084; C -0.020; H 0.090; C -0.370; H 0.080; H 0.071; H 0.079; H 0.072; H 0.085; C -0.067; C -0.113; H 0.084; H 0.081; H 0.071; H 0.071; H 0.128; C -0.073; H 0.091; C -0.327; H 0.075; H 0.101; H 0.065; H 0.074; C -0.453

=====

No. 2
Density functional theory data (ωB97M-V/def2-TZVPD) for an isolated molecule of C8H18O2S2 at a distorted geometry.

ORCA input file:
```
! wB97M-V def2-TZVPD RIJCOSX def2/J DEFGRID3
* xyz 0 1
H 3.350 -1.269 1.564
C -1.849 0.566 0.733
S -1.196 -2.187 -0.927
H 1.963 -0.829 -1.098
S 0.321 -2.486 0.578
H -2.656 -0.422 2.920
H 3.625 1.108 -0.318
C 2.566 0.773 0.009
H 2.466 1.196 1.080
H -3.793 -0.228 -0.225
C -1.971 0.237 -1.732
C 3.330 -1.520 0.483
O -2.583 -1.661 -0.216
H 2.953 -2.508 0.281
C -2.656 -0.191 -0.394
H 4.150 -1.202 -0.348
C 2.202 -0.644 -0.078
O 0.986 -0.792 0.794
H -2.407 -0.516 -2.407
H -2.459 1.637 2.818
H -0.874 0.229 0.723
H -2.083 1.633 0.365
H -2.055 1.423 -1.878
C 1.672 1.460 -1.097
H 2.109 2.414 -1.011
H 0.591 1.575 -0.705
C -2.688 0.585 2.174
H 1.629 0.927 -2.046
H -3.784 0.870 1.782
H -0.860 -0.178 -1.825
*
```

Gap between HOMO and LUMO (eV): 9.56
Energy above the lowest of the compared OMol25 structures with the same formula, charge and spin (kJ/mol): 458.5
LUMO level (eV): 0.5

Löwdin atomic charges, in units of e: H 0.099; C -0.205; S 0.633; H 0.105; S 0.640; H 0.113; H 0.136; C -0.232; H 0.151; H 0.162; C -0.152; C -0.064; O -0.538; H 0.020; C -0.448; H 0.143; C -0.557; O -0.528; H 0.054; H 0.097; H 0.017; H 0.120; H 0.133; C -0.090; H 0.042; H 0.084; C -0.121; H 0.076; H 0.072; H 0.038

=====

No. 3
Density functional theory data (ωB97M-V/def2-TZVPD) for a structure of composition C8H19AlN2O7P at a distorted geometry.

ORCA input file:
```
! wB97M-V def2-TZVPD RIJCOSX def2/J DEFGRID3
* xyz -1 1
C -5.117 0.189 1.030
N -1.730 5.060 -4.353
H 4.317 -5.504 6.498
O -1.252 2.927 -3.665
H 3.893 -3.279 7.220
Al 0.670 -1.459 -1.107
C 3.103 -3.042 6.508
H -2.074 6.917 -5.363
H -5.697 -0.727 0.920
O 3.246 -3.206 -4.251
O 4.479 -3.132 -1.916
H -4.850 2.232 0.302
C -2.048 3.694 -4.283
H -2.931 5.495 -5.994
H -0.637 6.076 -2.939
C 3.006 -3.808 4.158
H -5.005 1.142 -1.036
C -5.347 1.316 -0.016
H 3.222 -2.032 6.116
H 3.379 -6.214 5.126
H 2.208 -3.294 7.076
H 0.110 6.174 -4.554
O 2.841 -2.725 3.666
P 4.605 -3.388 -3.473
O 4.809 -4.834 -3.886
O 5.452 -2.573 -4.505
H -3.542 6.275 -4.594
H -5.347 0.605 2.011
C -0.400 5.520 -3.846
C -2.608 6.007 -5.088
H 0.245 4.705 -3.516
H 2.584 -5.726 6.688
H -6.400 1.571 -0.134
N 3.185 -4.090 5.460
O -3.744 -0.061 0.887
H 3.051 -4.735 3.566
H -3.045 3.439 -4.673
C 3.368 -5.514 5.961
*
```

Gap between HOMO and LUMO (eV): 2.02
LUMO level (eV): -0.8

Löwdin atomic charges, in units of e: C -0.531; N -0.188; H 0.077; O -0.051; H 0.073; Al 0.917; C -0.030; H 0.079; H 0.057; O -0.139; O -0.449; H 0.045; C -0.258; H 0.074; H 0.084; C -0.389; H 0.041; C -0.168; H 0.091; H 0.080; H 0.085; H 0.077; O 0.023; P -0.025; O -0.169; O -0.202; H 0.077; H 0.056; C -0.042; C -0.064; H 0.077; H 0.078; H 0.025; N -0.186; O -0.460; H 0.128; H 0.134; C -0.027

=====

No. 4
Density functional theory data (ωB97M-V/def2-TZVPD) for a structure of composition C8H19BBrCaO3P2S at a distorted geometry.

ORCA input file:
```
! wB97M-V def2-TZVPD RIJCOSX def2/J DEFGRID3
* xyz 1 1
H 1.026 -1.876 -3.813
H -0.779 0.959 -1.416
C -1.110 2.319 1.085
H 0.844 -1.557 3.053
P -2.489 0.544 3.101
H 1.521 0.525 -0.361
C 1.262 -0.406 -2.213
H -1.033 2.570 2.143
H -1.202 -0.677 -1.130
O 0.446 -1.481 2.168
C 0.568 -1.596 -2.872
O 0.888 0.765 2.810
C 0.116 2.734 0.445
P -1.496 0.416 0.986
Br -4.650 -0.003 3.014
H -0.488 -1.388 -3.019
S -3.425 0.886 -0.138
B 0.101 -0.071 2.071
C -0.642 0.154 -0.698
H 1.960 3.555 -0.561
H -1.995 -1.596 3.174
H 2.839 -1.708 -1.604
H 3.103 -1.039 -3.180
H 1.029 -1.193 -0.310
H 1.104 0.517 -2.759
C 0.824 -0.223 -0.734
Ca 1.473 -2.795 0.142
H 0.594 -2.483 -2.204
O -1.807 -0.824 3.733
H -1.944 2.881 0.674
H -1.832 -1.047 0.981
C 1.089 3.091 -0.157
H 3.372 -0.005 -1.717
H -3.446 -0.136 -1.000
H 1.742 0.987 2.426
C 2.758 -0.765 -2.188
*
```

Gap between HOMO and LUMO (eV): 2.99
LUMO level (eV): -6.2

Löwdin atomic charges, in units of e: H 0.097; H 0.096; C -0.373; H 0.108; P 0.409; H 0.107; C -0.403; H 0.058; H 0.048; O -0.080; C -0.052; O 0.143; C -0.211; P 0.258; Br 0.220; H 0.093; S 0.356; B -0.785; C -0.371; H 0.032; H 0.030; H 0.028; H 0.096; H -0.078; H 0.156; C -0.299; Ca 1.645; H 0.043; O -0.457; H 0.061; H -0.017; C 0.100; H 0.097; H -0.219; H 0.116; C -0.053

=====

No. 5
Density functional theory data (ωB97M-V/def2-TZVPD) for a cluster of 3 separate species, C8H19BN7O7P in total at a distorted geometry.

ORCA input file:
```
! wB97M-V def2-TZVPD RIJCOSX def2/J DEFGRID3
* xyz 0 1
C 0.646 -0.712 -3.001
C 1.381 -0.159 -1.779
H 0.944 -3.087 -0.402
N -3.869 1.291 2.878
O 1.213 -1.913 5.430
N 0.500 -2.489 3.348
H -4.415 -1.150 2.544
H 2.302 1.696 -1.762
O 1.192 0.893 0.403
H -0.369 3.412 -4.155
H 3.024 -0.727 4.165
H 1.480 1.793 0.200
P 2.369 -1.647 -1.147
H -3.599 2.259 2.897
C -0.006 2.510 -3.628
H 2.451 -1.184 2.593
N 2.416 0.798 -2.227
C 0.400 0.418 -0.686
H -1.600 1.089 -2.974
H 0.107 1.737 -4.409
H -0.276 -2.994 3.735
H -1.880 2.770 -2.529
H 0.610 -2.454 2.352
O 1.383 -2.931 -1.254
O -2.973 1.083 0.808
C -1.087 2.004 -2.600
B -0.556 1.667 -1.142
H 0.964 2.772 -3.181
N -3.937 -0.717 1.776
C 1.349 -1.873 4.218
H 3.315 0.462 -1.873
H -1.783 2.074 0.237
N 2.355 -1.210 3.593
N -1.049 -1.559 0.294
H 3.424 -1.471 -2.982
O -0.953 2.505 -0.112
H -3.717 -1.269 0.965
C -0.457 -0.709 -0.134
H -4.345 0.903 3.670
O 2.955 -1.437 0.181
O 3.598 -1.997 -2.178
C -3.558 0.582 1.763
N 0.052 -1.029 -3.894
*
```

Gap between HOMO and LUMO (eV): 9.33
LUMO level (eV): -0.2

Löwdin atomic charges, in units of e: C -0.205; C -0.402; H 0.071; N 0.171; O 0.014; N 0.150; H 0.103; H 0.084; O 0.012; H 0.074; H 0.104; H 0.106; P 0.528; H 0.114; C -0.099; H 0.063; N 0.084; C -0.312; H 0.104; H 0.065; H 0.099; H 0.105; H 0.061; O -0.121; O 0.016; C -0.125; B -0.405; H 0.053; N 0.172; C -0.699; H 0.078; H 0.070; N 0.161; N 0.220; H 0.080; O 0.104; H 0.096; C -0.121; H 0.102; O -0.249; O -0.102; C -0.632; N 0.209

=====

No. 6
Density functional theory data (ωB97M-V/def2-TZVPD) for a structure of composition C8H19ClFNNaO2Si at a distorted geometry.

ORCA input file:
```
! wB97M-V def2-TZVPD RIJCOSX def2/J DEFGRID3
* xyz 1 1
O 1.169 -1.268 1.173
H -0.406 2.023 1.670
H 0.639 2.286 -2.101
N 0.492 1.835 1.243
Cl -0.445 -3.622 2.119
C 0.186 -2.874 -0.961
C 0.599 2.621 -1.054
C -1.199 -2.318 -1.243
H -2.575 -3.117 0.262
H 1.934 3.259 0.167
O 1.847 3.210 -0.795
H 1.367 1.417 3.081
H 1.143 0.681 -0.361
H -1.286 -1.335 -0.765
H -2.071 -4.287 -0.934
H -0.595 0.932 -0.395
H -3.245 -3.049 -1.368
H -0.275 4.533 -1.555
Si 0.896 -2.827 0.785
H -0.363 -0.487 2.306
C 0.734 -0.478 2.273
H 2.273 0.865 1.676
H 2.134 -3.608 0.872
H -0.491 4.103 0.112
F 1.124 -2.091 -1.684
Na -0.973 4.452 -3.241
H -1.243 -2.147 -2.323
H 0.255 -3.890 -1.367
C -2.336 -3.235 -0.794
H -1.508 3.293 -1.075
C 0.360 1.413 -0.149
C -0.495 3.685 -0.895
H 1.084 -0.910 3.216
C 1.269 0.937 2.105
*
```

Gap between HOMO and LUMO (eV): 7.24
LUMO level (eV): -4.8

Löwdin atomic charges, in units of e: O -0.279; H 0.117; H 0.143; N -0.056; Cl 0.378; C -0.404; C -0.430; C -0.249; H 0.044; H 0.096; O -0.017; H 0.124; H 0.126; H 0.089; H 0.080; H 0.120; H 0.074; H 0.029; Si 0.219; H 0.117; C -0.236; H 0.130; H 0.002; H 0.102; F -0.094; Na 0.853; H 0.115; H 0.118; C -0.113; H 0.096; C -0.170; C -0.064; H 0.121; C -0.182